Molecular formula: C20H45AlCl14PS2
Method: DFT, wB97M-V/def2-TZVPD

HOMO (eV): -3.74
LUMO level (eV): 1.85
E_tot (a.u.): -8611.9458
Net charge: -1
HOMO-LUMO gap (eV): 5.591

Geometry as XYZ:
```
83
Properties=species:S:1:pos:R:3:forces:R:3
C 3.053514 2.811171 2.274350 0.351 0.273 -0.228
C 3.106046 3.028843 0.744421 -0.358 -0.810 0.014
C 1.912691 2.398617 -0.056820 -0.034 1.438 0.140
Al 0.105424 2.819393 0.792007 0.274 -1.392 -0.146
C -1.419747 1.738614 -0.028538 0.512 0.646 -0.096
S -2.918143 2.765061 -0.292681 -0.115 -0.282 0.284
C -4.153194 2.290596 0.952904 -0.865 -0.031 0.105
C -5.121812 3.500355 1.151832 0.547 -0.286 -0.411
P -0.248693 5.157796 0.652976 -0.183 -0.224 0.099
S -1.464877 5.851430 2.048141 -0.272 0.450 0.501
H 2.465459 3.588655 2.775603 0.008 -0.142 -0.124
H 2.589379 1.861324 2.551573 0.222 0.016 -0.074
H 4.078944 2.872843 2.669352 -0.241 -0.131 0.130
H 4.031062 2.583901 0.345188 0.042 0.246 0.191
H 3.167852 4.111756 0.571539 -0.056 -0.181 -0.169
H 1.925183 2.932401 -1.027039 -0.054 -0.471 -0.028
H 2.079633 1.332888 -0.260434 0.004 0.121 0.118
H 0.178354 2.453580 2.335495 -0.170 0.248 0.177
H -1.609100 0.855145 0.585304 -0.208 0.199 -0.072
H -1.096520 1.399739 -1.023904 -0.278 -0.110 0.200
H -3.726393 1.985303 1.912926 0.346 0.203 -0.248
H -4.765806 1.447703 0.599541 0.371 -0.006 0.006
H -5.256843 3.736843 2.210013 0.021 0.050 -0.177
H -6.094907 3.304459 0.689843 0.095 0.010 0.133
H -4.671839 4.354754 0.632982 -0.227 0.094 0.369
H 1.033919 5.793314 0.701426 -0.349 0.105 -0.416
H -0.795605 5.484459 -0.614184 0.563 0.259 -0.026
Cl -2.044279 -1.290161 -1.001628 -0.019 -0.240 -0.028
C -2.408958 -2.769251 -0.083834 -0.090 -0.021 -0.135
C -2.494280 -2.511547 1.400652 -0.071 -0.121 0.041
Cl -0.912132 -2.103899 2.110664 -0.032 -0.005 -0.045
H -1.646822 -3.509038 -0.317525 0.001 0.002 0.052
H -3.366648 -3.141032 -0.447258 -0.013 -0.003 0.061
H -2.846627 -3.409872 1.907238 0.023 -0.024 -0.043
H -3.181435 -1.698210 1.624579 0.084 0.068 -0.054
Cl 0.421875 0.483882 4.115277 0.106 0.046 0.183
C 0.785494 0.019648 5.795080 -0.114 -0.030 -0.239
C 0.958464 1.232610 6.678738 -0.086 -0.068 0.046
Cl 2.437645 2.145708 6.282038 0.021 0.024 -0.012
H 1.675698 -0.605836 5.792667 0.030 0.059 0.011
H -0.051071 -0.581056 6.145443 -0.009 0.057 0.064
H 1.047061 0.928596 7.718697 0.033 0.008 0.006
H 0.111166 1.908967 6.590702 0.055 0.031 -0.128
Cl 0.765768 -4.740073 -3.148517 -0.003 -0.011 -0.021
C 0.960838 -5.126329 -1.416914 0.050 -0.004 0.114
C 0.492832 -6.521767 -1.091227 -0.017 -0.179 -0.004
Cl -1.280380 -6.694479 -1.236699 -0.013 0.037 -0.003
H 0.423121 -4.375278 -0.842997 -0.020 0.017 -0.063
H 2.021890 -5.034103 -1.189256 -0.005 -0.054 -0.009
H 0.750473 -6.764173 -0.060455 -0.020 0.076 0.003
H 0.967158 -7.252867 -1.749765 -0.626 0.387 0.298
Cl 5.885969 -8.728669 -4.000160 -0.008 -0.036 -0.003
C 4.747860 -7.470474 -4.548985 -0.026 0.072 -0.069
C 4.080798 -6.762179 -3.397111 0.042 0.200 -0.101
Cl 2.950174 -7.823261 -2.514955 0.698 -0.256 -0.238
H 4.017426 -7.940335 -5.203028 -0.006 -0.051 0.065
H 5.324042 -6.754677 -5.133132 0.007 0.027 0.061
H 3.495784 -5.921490 -3.770187 -0.055 -0.058 -0.024
H 4.810343 -6.384531 -2.684643 0.003 -0.104 0.029
Cl 1.554219 2.904179 -4.283565 0.006 -0.035 -0.002
C 0.390129 4.145576 -4.815992 -0.026 0.111 -0.096
C -0.264782 4.853624 -3.655323 0.025 0.020 0.047
Cl -1.362660 3.787551 -2.749088 0.080 0.067 -0.336
H -0.349367 3.662369 -5.452267 0.262 0.060 0.254
H 0.948438 4.863497 -5.418047 0.014 0.017 0.057
H -0.864185 5.684744 -4.026964 0.004 -0.031 -0.053
H 0.472669 5.247449 -2.957400 0.003 -0.074 0.015
Cl -3.894017 4.920650 -9.134622 -0.004 0.022 0.016
C -2.207268 4.365241 -9.281595 0.088 -0.015 -0.095
C -1.995699 3.009925 -8.653195 0.082 -0.060 -0.036
Cl -2.139932 3.059137 -6.879618 -0.310 -0.091 -0.186
H -1.565182 5.117284 -8.829253 -0.059 -0.011 0.071
H -1.982370 4.314860 -10.346189 -0.024 -0.049 0.008
H -0.991184 2.654200 -8.879550 0.012 0.060 -0.002
H -2.710542 2.281383 -9.028491 -0.053 0.050 0.041
Cl 0.969032 -1.559459 8.556582 0.006 -0.162 0.223
C 0.089657 -3.014889 9.085693 -0.004 -0.070 0.134
C 0.318100 -4.179216 8.154439 -0.019 -0.096 0.038
Cl -0.436532 -3.918854 6.562553 0.034 0.029 -0.021
H -0.965732 -2.762875 9.157287 0.014 0.030 -0.092
H 0.452365 -3.262627 10.082529 0.047 -0.027 -0.036
H -0.127407 -5.079291 8.576296 -0.039 0.040 0.020
H 1.379025 -4.360264 7.998468 -0.007 0.074 -0.039
```
Positions in Å, forces in eV/Å.

Atom charges from the Löwdin analysis, given in e for atoms 1 to 8: -0.17, -0.35, -0.29, 0.10, -0.63, 0.67, -0.55, -0.18